Entry 1:
Entry from OMol25: a 2-piece molecular cluster, C6H11ClN2 overall in a non-equilibrium geometry (ωB97M-V/def2-TZVPD).

* Kohn-Sham gap: 6.50 eV
* LUMO energy: -0.224 eV
* 2S+1: 1

Geometry (Å):
1 Cl -23.31 -16.94 -10.52
2 N -28.29 -16.57 -9.20
3 N -27.18 -15.58 -10.78
4 C -26.87 -14.79 -11.98
5 C -29.36 -17.34 -8.59
6 C -27.05 -16.30 -8.72
7 C -27.71 -15.22 -13.17
8 C -26.38 -15.59 -9.66
9 C -28.36 -16.15 -10.47
10 H -26.91 -13.73 -11.70
11 H -29.07 -16.45 -11.22
12 H -25.81 -14.91 -12.21
13 H -25.33 -15.35 -9.70
14 H -30.27 -17.22 -9.18
15 H -29.51 -16.88 -7.62
16 H -28.75 -14.89 -13.16
17 H -26.82 -16.44 -7.67
18 H -29.11 -18.40 -8.52
19 H -27.56 -16.28 -13.32
20 H -27.32 -14.78 -14.09

Here are the Mulliken charges for atoms 1 to 2, given in e: number 1, Cl, carries -0.8446; number 2, N, carries 0.1087

Entry 2:
Entry from OMol25: an isolated ion of composition C6H11ClN3O2 and charge +1 in a non-equilibrium geometry (ωB97M-V/def2-TZVPD).

* Kohn-Sham gap: 9.03 eV
* LUMO energy: -4.241 eV
* 2S+1: 1
* total charge: +1
* SMILES: O=C(O)CC[C@@H]1CNC(NCl)=[NH+]1

Geometry (Å):
1 Cl -4.39 -1.37 0.68
2 O 4.04 -1.30 -0.20
3 O 2.02 -2.44 -0.55
4 N -0.92 0.03 -0.88
5 N -3.03 -1.22 -0.36
6 N -2.18 0.73 0.99
7 C 2.79 -1.30 -0.12
8 C -0.79 1.32 1.10
9 C -2.13 -0.24 -0.11
10 C 1.35 0.87 -0.62
11 C 2.03 -0.02 0.54
12 C -0.19 1.25 -0.38
13 H -0.99 -0.04 -1.90
14 H -2.83 -1.82 -1.18
15 H -0.23 0.85 1.98
16 H 1.30 -0.45 1.30
17 H -0.48 2.27 -0.81
18 H -1.01 2.38 1.48
19 H 1.97 1.81 -0.87
20 H 1.67 -2.29 -1.45
21 H 2.85 0.60 1.06
22 H -2.27 0.15 1.86
23 H 1.38 0.23 -1.58

Here are the Mulliken charges for atoms 1 to 2, given in e: number 1, Cl, carries 0.0664; number 2, O, carries -0.4814

Entry 3:
Entry from OMol25: a 2-piece molecular cluster, C6H11ClSi overall in a non-equilibrium geometry (ωB97M-V/def2-TZVPD).

* Kohn-Sham gap (alpha / beta): 8.02 / 8.02 eV
* LUMO energy (alpha / beta): 0.083 / 0.083 eV
* 2S+1: 1
* SMILES: C=C=[Si](Cl)CC.C=C

Geometry (Å):
1 Cl -1.96 -1.68 -1.33
2 Si -0.73 -0.87 0.03
3 C 1.15 -2.69 -1.11
4 C -0.26 2.97 -0.01
5 C -0.19 2.23 -1.06
6 C 0.81 -2.09 0.21
7 C -1.06 0.00 1.57
8 C -1.06 1.23 2.08
9 H -0.96 2.25 1.61
10 H 1.75 -1.53 0.64
11 H 0.59 -2.90 0.84
12 H 1.53 -2.03 -1.97
13 H 0.32 -3.29 -1.59
14 H 2.01 -3.29 -0.91
15 H 0.68 1.53 -1.13
16 H -1.16 1.35 3.13
17 H -1.12 3.58 0.09
18 H -0.89 2.26 -1.88
19 H 0.52 2.95 0.81

Here are the Mulliken charges for atoms 1 to 2, given in e: number 1, Cl, carries -0.2503; number 2, Si, carries 0.4045

Entry 4:
Entry from OMol25: an isolated ion of composition C6H11F2N4 and charge +1 in a non-equilibrium geometry (ωB97M-V/def2-TZVPD).

* Kohn-Sham gap: 8.95 eV
* LUMO energy: -4.012 eV
* 2S+1: 1
* total charge: +1
* SMILES: CC(C)C1=NN(F)N=C(F)[C@H]1[NH3+]

Geometry (Å):
1 F -0.50 3.81 0.02
2 F 3.43 1.39 0.28
3 N 1.47 0.37 0.36
4 N -1.15 1.03 -1.47
5 N 2.10 1.49 0.12
6 N 1.52 2.67 0.12
7 C -0.39 -1.90 -0.75
8 C 0.22 0.19 0.41
9 C -0.73 1.25 -0.05
10 C 0.25 2.74 0.00
11 C 0.37 -2.06 1.57
12 C -0.41 -1.16 0.54
13 H -1.31 -0.95 1.04
14 H -1.54 1.59 0.58
15 H 0.59 -1.79 -1.18
16 H 0.45 -1.68 2.52
17 H -0.36 -2.96 1.80
18 H -0.26 -2.94 -0.48
19 H -1.21 -1.72 -1.49
20 H -2.15 1.41 -1.68
21 H 1.42 -2.33 1.35
22 H -1.40 0.07 -1.56
23 H -0.40 1.49 -2.03

Here are the Mulliken charges for atoms 1 to 2, given in e: number 1, F, carries -0.2380; number 2, F, carries -0.1845

Entry 5:
Entry from OMol25: an isolated ion of composition C6H11F3N3 and charge +1 in a non-equilibrium geometry (ωB97M-V/def2-TZVPD).

* Kohn-Sham gap: 10.56 eV
* LUMO energy: -3.933 eV
* 2S+1: 1
* total charge: +1
* SMILES: NC1=[N+](CCC(F)(F)F)CCN1

Geometry (Å):
1 F 0.57 2.77 -1.13
2 F 2.71 2.58 -1.21
3 F 1.49 1.41 -2.52
4 N -0.08 -1.11 0.03
5 N -2.11 -0.88 0.85
6 N -1.71 -0.06 -1.37
7 C 1.59 1.90 -1.28
8 C -1.31 -0.68 -0.21
9 C 0.00 -1.41 1.48
10 C 1.52 0.81 -0.21
11 C 1.07 -0.57 -0.72
12 C -1.21 -0.66 2.03
13 H -3.00 -0.40 0.81
14 H -1.74 0.95 -1.39
15 H 0.95 -1.12 1.94
16 H -0.97 0.41 2.04
17 H 2.51 0.74 0.25
18 H -2.04 -0.56 -2.18
19 H 0.86 1.19 0.58
20 H -0.13 -2.49 1.62
21 H 1.88 -1.29 -0.65
22 H -1.61 -0.98 2.99
23 H 0.77 -0.53 -1.77

Here are the Mulliken charges for atoms 1 to 2, given in e: number 1, F, carries -0.2855; number 2, F, carries -0.2603

Entry 6:
Entry from OMol25: C6H11F3NO3S as an isolated structure in a non-equilibrium geometry (ωB97M-V/def2-TZVPD).

* Kohn-Sham gap (alpha / beta): 9.06 / 5.13 eV
* LUMO energy (alpha / beta): -5.332 / -7.632 eV
* 2S+1: 1
* total charge: +1

Geometry (Å):
1 S 4.16 1.30 0.54
2 F 3.98 -1.59 0.04
3 F 3.22 -0.46 -1.69
4 F 2.09 -0.48 0.20
5 O 3.64 2.23 -0.43
6 O 3.47 1.30 1.77
7 O 0.08 -0.45 -1.08
8 N -1.10 -0.58 -0.59
9 C -1.82 -1.67 -1.29
10 C -1.83 0.73 -0.63
11 C -1.10 -0.82 0.91
12 C -1.19 1.53 0.43
13 C 3.30 -0.59 -0.41
14 C -0.80 0.54 1.54
15 H -2.85 -1.77 -0.85
16 H -2.93 0.62 -0.39
17 H -0.37 2.03 -0.08
18 H -0.30 -1.60 1.09
19 H -1.16 -2.52 -1.13
20 H 0.25 0.59 1.90
21 H -1.56 -1.49 -2.47
22 H -1.80 2.39 0.58
23 H -1.47 0.59 2.46
24 H -2.21 -1.04 1.16
25 H -1.71 1.20 -1.58

Here are the Mulliken charges for atoms 1 to 2, given in e: number 1, S, carries 0.7211; number 2, F, carries -0.1518

Entry 7:
Entry from OMol25: an isolated ion of composition C6H11FN2 and charge +2 in a non-equilibrium geometry (ωB97M-V/def2-TZVPD).

* Kohn-Sham gap: 11.23 eV
* LUMO energy: -9.491 eV
* 2S+1: 1
* total charge: +2
* SMILES: F[N+]1=CC[N+]2(CC1)CC2

Geometry (Å):
1 F -3.63 -0.02 -0.27
2 N -2.36 -0.08 -0.05
3 N 0.38 -0.16 0.06
4 C -0.44 -1.43 0.23
5 C 1.27 0.20 -1.11
6 C 1.83 -0.31 0.21
7 C -1.76 1.24 -0.02
8 C -1.90 -1.27 0.13
9 C -0.27 1.15 0.48
10 H 2.50 0.46 0.69
11 H -2.22 1.98 0.59
12 H -2.46 -2.23 0.25
13 H -0.03 -2.02 -0.52
14 H -0.04 -1.88 1.07
15 H -1.86 1.57 -1.12
16 H 1.41 -0.59 -1.82
17 H -0.45 1.15 1.63
18 H 1.44 1.14 -1.52
19 H 2.33 -1.22 0.37
20 H 0.19 1.94 0.06

Here are the Mulliken charges for atoms 1 to 2, given in e: number 1, F, carries -0.1302; number 2, N, carries 0.3357

Entry 8:
Entry from OMol25: one molecule with the formula C6H11FS in a non-equilibrium geometry (ωB97M-V/def2-TZVPD).

* Kohn-Sham gap: 8.84 eV
* LUMO energy: 0.869 eV
* 2S+1: 1
* SMILES: CCS/C=C(/C)CF

Geometry (Å):
1 S -1.01 -0.40 -0.84
2 F 3.09 -1.55 0.41
3 C 0.29 0.55 -0.16
4 C -3.31 -0.76 0.52
5 C 2.06 -1.17 -0.54
6 C 2.71 1.25 0.09
7 C 1.63 0.24 -0.30
8 C -2.47 0.32 -0.05
9 H -2.93 1.02 -0.81
10 H 3.43 0.95 0.84
11 H -2.74 -1.57 1.10
12 H 1.24 -1.92 -0.45
13 H -2.03 1.04 0.69
14 H -4.10 -0.50 1.27
15 H 2.22 2.15 0.39
16 H 2.46 -1.21 -1.60
17 H 3.26 1.48 -0.75
18 H -3.79 -1.31 -0.30
19 H -0.01 1.39 0.49

Here are the Mulliken charges for atoms 1 to 2, given in e: number 1, S, carries -0.1138; number 2, F, carries -0.3250

no.,molar mass (g/mol),energy (eV)
1,146.6,-21901.9198
2,192.6,-27478.5723
3,146.7,-26796.9531
4,177.2,-17782.4306
5,182.2,-19017.1830
6,234.2,-33006.7493
7,130.2,-12074.7657
8,134.2,-19951.6368